a.
Molecular formula: C23H24N4O4S
Method: DFT, ωB97M-V/def2-TZVPD

Its gap between HOMO and LUMO is 7.58 eV. Its SMILES is [H]/N=c1\c(S(=O)(=O)c2ccccc2)cc2c(=O)n3cc(C)ccc3nc2n1CCCOCC. The LUMO energy is -0.60 eV. As for the spin multiplicity: 1.

Each line ends with the Löwdin charge.
Geometry (Å):
C: -5.837 -0.552 0.044  -0.2482
O: 1.593 5.050 2.534  -0.1565
C: 3.910 4.960 3.068  -0.0701
C: 1.329 -0.498 -0.245  -0.1674
H: -6.676 0.859 1.447  0.1218
C: -4.555 0.941 1.433  0.0232
H: -7.706 -1.496 0.441  0.0860
H: 2.715 3.308 2.364  0.0876
C: 2.215 -4.637 -2.471  -0.0625
N: 0.096 0.945 1.238  0.0417
H: 1.962 -2.786 -5.294  0.1076
C: 2.590 -2.325 -2.020  -0.3030
O: -2.423 -2.004 -1.513  0.0754
H: 2.674 -3.828 -0.521  0.1170
H: 2.493 -0.976 -3.657  0.1169
C: 2.016 -4.329 -3.809  -0.0694
C: 2.604 4.182 3.019  -0.2830
H: -7.040 -1.847 -1.160  0.0809
H: -7.765 -0.270 -0.820  0.0860
C: -5.762 0.467 1.027  -0.0049
H: 0.844 3.415 0.807  0.1192
H: 3.809 5.824 3.720  0.0725
C: 0.292 4.527 2.557  -0.2244
C: -4.669 -1.024 -0.466  0.0213
H: 3.249 0.817 0.847  0.0491
H: -4.614 -1.799 -1.219  0.1372
H: 2.331 3.833 4.028  0.1222
H: 0.032 4.195 3.576  0.1235
N: -2.202 0.914 1.301  0.1760
C: 2.503 -3.628 -1.567  -0.0557
C: -1.061 -0.581 -0.199  -0.0525
N: -3.455 -0.556 -0.066  0.1081
H: 0.173 -1.815 -1.455  0.1254
H: 2.145 -5.660 -2.135  0.1075
H: 4.167 5.307 2.072  0.0750
H: 1.790 -5.116 -4.512  0.1060
O: 3.674 -1.569 0.263  -0.2953
N: 2.369 1.149 1.222  0.1749
C: -7.163 -1.076 -0.405  -0.0443
O: 3.533 0.094 -1.548  -0.2943
H: 4.706 4.321 3.439  0.0728
C: -2.285 -1.132 -0.677  -0.3539
C: 2.112 -3.018 -4.251  -0.0624
C: -1.063 0.430 0.781  -0.1927
C: 0.058 3.376 1.563  -0.1358
C: 1.347 0.555 0.751  -0.3409
C: 0.077 2.001 2.233  -0.1520
C: 0.187 -1.038 -0.705  0.0324
C: -3.347 0.431 0.886  -0.2369
H: 0.982 1.881 2.829  0.1079
H: -0.343 5.377 2.298  0.1208
H: -0.815 1.868 2.847  0.1184
H: -4.456 1.714 2.176  0.1189
C: 2.400 -2.006 -3.350  -0.0558
H: -0.904 3.506 1.065  0.1072
S: 2.942 -1.015 -0.846  0.7214

b.
Molecular formula: C23H24N4O4S
Method: DFT, ωB97M-V/def2-TZVPD

Its gap between HOMO and LUMO is 8.99 eV. Its SMILES is CCOC(=O)N1CCN(C(=O)CSc2nc3ccccc3c(=O)n2-c2ccccc2)CC1. The LUMO energy is 0.23 eV. As for the spin multiplicity: 1.

Each line ends with the Löwdin charge.
Geometry (Å):
C: 1.115 1.490 2.175  -0.1014
C: -2.902 2.431 0.936  -0.0628
C: -2.248 -1.575 -0.272  -0.3396
C: -3.768 1.424 1.361  -0.0671
H: 0.145 1.442 1.667  0.1095
C: -0.728 -4.487 -3.529  -0.0738
N: -0.485 0.522 -1.011  0.1169
S: 1.189 -0.990 -2.315  1.0055
C: -0.385 -5.353 -1.317  -0.0632
H: -0.278 -6.533 -3.099  0.1019
C: 1.788 0.127 2.143  -0.1010
H: 3.902 1.685 1.428  0.1305
H: -0.535 -3.923 0.282  0.1170
H: -1.140 2.904 -0.200  0.1162
H: 0.276 7.202 3.082  0.0773
C: 1.582 3.761 1.389  -0.5474
C: -0.301 -0.689 -1.375  -0.5623
O: 1.186 -2.295 1.111  0.0522
C: -2.465 -0.200 0.167  -0.0588
H: -4.611 1.672 1.988  0.1041
N: 1.965 2.470 1.525  -0.0203
H: -3.083 3.452 1.236  0.1032
H: 3.498 0.388 -0.644  0.1229
C: -0.875 -3.037 -1.634  -0.2516
N: 2.102 -0.267 0.782  -0.0357
H: 0.123 5.767 1.042  0.1225
O: 2.198 4.592 0.764  0.0920
C: 3.081 1.966 0.759  -0.1074
C: -3.556 0.119 0.978  -0.0012
H: 3.423 2.775 0.110  0.1301
H: -0.781 -4.638 -4.597  0.1039
C: -0.027 5.348 2.043  -0.2221
H: 1.122 -0.633 2.558  0.1277
H: 3.168 -1.739 -1.256  0.0815
C: -0.446 -5.550 -2.687  -0.0827
C: -0.950 -3.226 -3.007  -0.0405
H: 0.936 1.792 3.212  0.1345
O: -2.962 -2.516 -0.016  0.1135
H: 0.584 5.763 4.068  0.0780
H: -1.177 -2.392 -3.654  0.1149
H: 2.707 0.143 2.740  0.1335
H: -0.167 -6.181 -0.659  0.1065
H: -1.095 5.282 2.263  0.1169
O: 0.430 3.997 2.056  -0.0174
H: 1.751 6.259 2.831  0.0753
C: 2.642 0.770 -0.081  -0.1397
H: 1.871 1.097 -0.789  0.0889
N: -1.113 -1.738 -1.093  0.0748
C: 2.116 -1.918 -1.037  -0.3177
H: 1.890 -2.979 -1.147  0.0805
C: -1.587 0.814 -0.250  -0.2217
H: -4.215 -0.679 1.285  0.1209
C: -1.820 2.138 0.139  -0.0221
C: 0.694 6.199 3.078  -0.0597
C: -0.599 -4.095 -0.781  -0.0162
C: 1.751 -1.502 0.377  -0.5198

Least stable structure: a

a.
Molecular formula: C2H7NO2
Method: DFT, ωB97M-V/def2-TZVPD

Its gap between HOMO and LUMO (alpha / beta) is 11.57 / 1.86 eV. The total charge is +1. As for the expectation value of S²: 0.759. The LUMO energy (alpha / beta) is -2.97 / -10.75 eV. As for the spin multiplicity: 2.

Each line ends with the Löwdin charge.
Geometry (Å):
C: 2.210 -2.942 -0.435  -0.0526
H: -2.359 4.589 -0.152  0.1070
H: 3.182 -2.500 -0.754  0.1553
H: 1.601 -3.244 -1.277  0.1102
N: -2.577 3.619 -0.246  0.1825
C: -2.160 2.640 0.647  -0.3299
H: -2.687 3.287 -1.215  0.1363
O: 2.451 -4.076 0.314  0.1373
H: 2.857 -3.855 1.174  0.1572
O: -2.123 1.519 0.240  0.1040
H: 1.689 -2.069 0.026  0.1437
H: -2.084 3.031 1.678  0.1491

b.
Molecular formula: C2H7NO2
Method: DFT, ωB97M-V/def2-TZVPD

Its gap between HOMO and LUMO (alpha / beta) is 10.21 / 5.37 eV. The total charge is +1. As for the expectation value of S²: 0.755. The LUMO energy (alpha / beta) is -4.74 / -9.57 eV. As for the spin multiplicity: 2.

Each line ends with the Löwdin charge.
Geometry (Å):
C: -2.634 0.275 -0.079  -0.1122
C: 1.666 0.342 0.670  -0.1750
H: -2.258 -0.960 -1.637  0.0986
O: -1.831 -0.645 -0.839  -0.1535
N: 0.868 -0.285 -0.167  0.2443
H: -2.495 0.105 0.987  0.0863
H: -3.675 0.036 -0.289  0.0909
H: -0.139 -0.068 -0.242  0.1005
H: 1.106 0.900 1.438  0.2057
H: -2.449 1.300 -0.401  0.0858
H: 1.062 -1.060 -0.784  0.1599
O: 2.901 0.346 0.656  0.3687

Least stable structure: a

a.
Molecular formula: F6H28O14P
Method: DFT, ωB97M-V/def2-TZVPD

Its gap between HOMO and LUMO is 9.17 eV. The total charge is -1. The LUMO energy is 1.64 eV. As for the spin multiplicity: 1.

Each line ends with the Löwdin charge.
Geometry (Å):
P: -0.220 -0.343 0.059  0.2219
F: 0.328 -0.482 1.568  -0.1325
H: 0.336 3.894 -1.965  0.0474
H: -3.178 2.041 -2.872  0.0536
H: 1.231 1.938 2.124  0.0255
H: -3.135 2.956 0.559  0.0296
H: -0.036 -3.704 3.125  0.0556
O: 3.013 2.220 -0.616  -0.0415
H: 3.322 0.112 1.613  0.0277
H: 2.065 2.571 1.019  -0.0186
O: 1.573 -0.941 4.676  -0.0939
O: -1.840 -1.312 -3.850  -0.0547
H: -2.561 -2.467 0.755  -0.0036
O: 1.860 2.654 1.962  -0.0668
O: 0.494 0.813 -4.333  -0.0510
H: -2.296 -3.427 -0.393  0.0104
H: -1.974 0.164 2.933  0.0058
O: -2.835 -3.324 0.401  -0.0702
F: -0.700 -0.180 -1.479  -0.1442
O: 3.180 -2.168 0.192  -0.0560
H: 3.449 3.021 -0.925  0.0612
H: 3.268 1.021 2.836  0.0433
O: -0.843 -3.637 -2.689  -0.0849
H: -1.286 -2.867 -3.105  -0.0085
H: 2.130 -0.696 3.918  -0.0214
H: 1.372 1.178 -4.196  0.0248
H: -1.986 3.675 -0.142  -0.0124
H: -2.004 -0.500 -3.347  0.0047
F: 1.293 -0.070 -0.491  -0.1550
F: -1.765 -0.658 0.468  -0.1511
H: 2.485 -1.511 0.044  -0.0173
F: -0.019 -1.948 -0.132  -0.1477
H: -0.057 -2.333 2.429  0.0147
H: 2.701 -2.991 0.322  0.0340
H: 2.802 1.707 -1.404  0.0442
O: -2.367 1.535 -2.981  -0.0500
H: 0.248 2.958 -0.752  0.0146
O: -2.369 -0.066 3.782  -0.0574
H: 1.027 -1.664 4.332  -0.0183
O: -0.163 -2.764 3.289  -0.0447
O: -0.279 3.545 -1.314  -0.0441
F: -0.497 1.222 0.406  -0.1444
H: -1.460 -1.009 -4.681  0.0527
O: 3.158 0.101 2.561  -0.0570
H: -1.957 1.545 -2.106  0.0138
H: -0.267 -3.239 -2.029  0.0008
O: -2.907 3.789 0.132  -0.0662
H: -2.473 -1.022 3.742  0.0258
H: 0.140 0.663 -3.445  0.0012

b.
Molecular formula: F6H28O14P
Method: DFT, ωB97M-V/def2-TZVPD

Its gap between HOMO and LUMO is 7.04 eV. The total charge is -1. The LUMO energy is 1.83 eV. As for the spin multiplicity: 1.

Each line ends with the Löwdin charge.
Geometry (Å):
H: 1.594 0.214 1.234  -0.0528
H: 1.271 2.739 -0.407  -0.0593
H: 3.104 0.112 1.262  0.0559
O: 0.183 2.806 -1.369  0.0021
O: -2.766 1.363 0.896  -0.0674
H: -2.184 0.682 -2.124  -0.0135
P: 0.298 -0.244 -0.061  0.5416
F: -0.774 -1.446 -0.266  -0.0886
H: 3.227 -1.431 -1.566  0.1133
H: -1.219 -3.069 0.129  0.0075
F: 0.897 -1.078 1.258  -0.1004
F: -0.833 0.450 0.872  -0.0699
H: 0.716 -1.408 2.245  -0.1953
H: -0.530 -1.115 3.046  -0.1932
H: -0.523 2.427 2.213  0.0433
O: -1.206 -0.602 2.602  -0.0431
H: -2.534 0.620 0.338  -0.1203
H: 2.252 -0.284 -2.379  -0.2107
F: 1.363 -1.111 -0.864  -0.1101
O: 2.340 0.203 1.832  -0.0184
O: -1.885 1.927 -1.169  -0.0877
H: -0.821 -0.381 1.754  -0.1209
H: 0.618 -2.202 0.118  -0.0078
O: 0.520 -1.588 3.164  0.0867
H: -3.347 0.992 1.560  0.0692
H: 0.213 2.079 -1.991  0.0859
H: -0.825 0.066 -2.384  -0.1621
H: -0.317 1.079 1.555  -0.2277
H: 2.277 -2.121 -2.521  0.1093
H: 0.089 3.586 -1.916  0.1400
H: -0.753 -4.076 -0.900  0.0187
F: 1.291 1.065 0.061  -0.1122
H: 0.926 -3.657 -0.165  0.0676
O: -0.224 1.535 2.391  -0.0137
H: -0.943 2.092 -1.205  -0.0791
O: -2.455 -0.445 -0.336  -0.0072
H: 1.228 -1.163 3.648  0.0951
H: 1.671 0.524 -1.239  -0.0590
H: -2.173 2.355 -0.363  0.0487
O: 0.507 -3.083 0.476  -0.0419
H: -1.515 -0.559 -0.192  -0.1191
O: 2.777 -1.314 -2.403  0.0910
O: -1.680 0.214 -2.790  -0.0701
H: -2.756 -1.300 -0.641  0.1200
O: 2.092 0.615 -2.094  -0.0570
H: 0.959 3.971 0.416  0.0315
O: -1.543 -3.676 -0.537  -0.0563
O: 1.618 3.287 0.296  -0.0736
F: -0.223 0.348 -1.485  -0.0891

Least stable structure: b

a.
Molecular formula: C2H11NO4
Method: DFT, ωB97M-V/def2-TZVPD

Its gap between HOMO and LUMO is 10.17 eV. Its SMILES is CC(N)=O.O.O.O. The LUMO energy is 0.52 eV. As for the spin multiplicity: 1.

Each line ends with the Löwdin charge.
Geometry (Å):
H: 0.670 -2.055 -0.818  0.0417
C: -0.813 0.092 0.771  -0.5745
H: 0.273 -0.924 2.347  0.0788
H: 0.312 0.872 2.391  0.0740
O: -2.782 1.309 -1.803  -0.0463
N: -0.137 0.940 -0.093  0.1482
O: 1.367 -1.871 -1.458  -0.0499
H: -0.773 1.539 -0.582  0.0777
H: -1.138 -0.121 2.882  0.0815
O: -1.698 -0.659 0.407  0.0343
H: -3.352 0.588 -2.092  0.0480
H: 2.256 -0.046 -1.012  -0.0101
H: 3.618 0.185 -0.362  0.0458
H: 1.851 -2.715 -1.450  0.0590
C: -0.297 -0.009 2.198  -0.0112
O: 2.734 0.544 -0.438  -0.0572
H: 0.872 1.001 -0.009  0.0569
H: -2.963 1.329 -0.879  0.0033

b.
Molecular formula: C2H11NO4
Method: DFT, ωB97M-V/def2-TZVPD

Its gap between HOMO and LUMO is 4.29 eV. The LUMO energy is -5.36 eV. As for the spin multiplicity: 1.

Each line ends with the Löwdin charge.
Geometry (Å):
H: -1.456 -0.439 -1.473  -0.0323
H: -1.599 -0.225 1.177  0.0792
O: 2.689 -0.167 -0.563  -0.2000
H: -3.286 -0.369 -0.267  0.0174
H: 1.070 1.174 -0.672  0.0886
H: 1.414 0.077 1.537  0.2057
H: -0.136 -1.321 -1.923  0.0972
H: 3.491 -0.402 -0.981  -0.0379
N: -0.714 -0.205 1.825  0.2111
C: 0.275 1.168 0.072  -0.0101
H: 1.470 -1.004 -0.243  0.0275
C: 0.439 -0.032 0.956  -0.4438
H: -0.670 1.073 -0.417  0.0476
O: -0.794 -0.561 -2.222  -0.1057
H: 0.266 2.135 0.606  0.1115
O: 0.578 -1.216 0.192  0.0395
O: -2.347 -0.145 -0.226  -0.2274
H: -0.691 0.458 2.621  0.1320

Least stable structure: b

a.
Molecular formula: CH4NOPS
Method: DFT, ωB97M-V/def2-TZVPD

Its gap between HOMO and LUMO is 8.79 eV. Its SMILES is C1ONSP1. The LUMO energy is 0.44 eV. As for the spin multiplicity: 1.

Each line ends with the Löwdin charge.
Geometry (Å):
H: 1.883 0.597 0.080  0.0453
O: 0.600 -1.010 -0.609  -0.3053
C: 0.921 0.233 0.157  -0.4448
P: -0.284 1.536 -0.437  0.6070
N: -0.654 -1.398 -0.096  -0.4347
H: -0.219 2.191 0.801  -0.1153
S: -1.768 -0.044 -0.395  0.4771
H: 0.675 0.022 1.212  0.0800
H: -1.153 -2.128 -0.713  0.0908

b.
Molecular formula: CH4NOPS
Method: DFT, ωB97M-V/def2-TZVPD

Its gap between HOMO and LUMO (alpha / beta) is 6.96 / 6.96 eV. The LUMO energy (alpha / beta) is -1.45 / -1.46 eV. As for the spin multiplicity: 1.

Each line ends with the Löwdin charge.
Geometry (Å):
H: -0.537 2.021 1.256  -0.0902
H: 0.662 0.134 -2.187  0.0413
P: 0.032 0.839 1.933  0.9105
H: -0.799 -1.146 1.476  0.0117
H: 0.803 -1.422 -1.485  0.0541
N: -0.946 -0.221 1.105  -0.8432
O: 1.390 0.183 -0.307  -0.2830
C: 0.790 -0.377 -1.274  -0.3914
S: -1.394 -0.011 -0.518  0.5901

c.
Molecular formula: CH4NOPS
Method: DFT, ωB97M-V/def2-TZVPD

Its gap between HOMO and LUMO is 9.23 eV. Its SMILES is C1ONSP1. The LUMO energy is 0.75 eV. As for the spin multiplicity: 1.

Each line ends with the Löwdin charge.
Geometry (Å):
N: -0.941 -1.389 0.374  -0.4437
H: 0.605 0.614 -1.659  0.0853
O: 0.206 -1.059 -0.478  -0.3345
H: -1.182 -2.434 0.236  0.1100
H: 1.293 0.554 0.131  0.0607
P: -1.054 1.379 -0.038  0.5915
S: -2.226 -0.326 -0.112  0.4680
H: -0.803 0.982 1.259  -0.1227
C: 0.491 0.421 -0.554  -0.4146

Least stable structure: a

a.
Molecular formula: CH4NOPS
Method: DFT, ωB97M-V/def2-TZVPD

Its gap between HOMO and LUMO is 7.91 eV. The LUMO energy is -0.41 eV. As for the spin multiplicity: 1.

Each line ends with the Löwdin charge.
Geometry (Å):
S: -2.618 0.575 0.178  0.7582
O: -0.028 -0.860 1.659  0.0778
H: 2.796 -0.903 0.069  -0.2201
C: -0.055 -0.299 0.626  -0.5677
H: 1.711 -1.123 -1.589  -0.2302
H: -0.572 0.707 -1.032  0.0509
N: -0.882 0.347 -0.141  -0.3598
H: -2.467 1.606 1.023  -0.1452
P: 2.115 -0.049 -0.794  0.6361

b.
Molecular formula: CH4NOPS
Method: DFT, ωB97M-V/def2-TZVPD

Its gap between HOMO and LUMO is 9.17 eV. Its SMILES is C1OPNS1. The LUMO energy is 0.27 eV. As for the spin multiplicity: 1.

Each line ends with the Löwdin charge.
Geometry (Å):
O: 0.156 -1.372 0.098  -0.4912
N: 0.134 0.790 -1.277  -0.7005
P: 1.144 -0.603 -0.975  0.7858
H: -1.613 -0.481 0.896  0.0120
H: -0.138 -0.140 1.885  0.0531
H: -0.696 0.637 -1.801  -0.0163
C: -0.601 -0.471 0.956  -0.2650
H: 2.053 0.058 0.063  -0.0245
S: -0.437 1.583 0.152  0.6467

Least stable structure: a